Density functional theory data (ωB97M-V/def2-TZVPD) for C42H68O3P3SiV as an isolated structure in a non-equilibrium geometry.

Values from the calculation:
Total charge: +2
2S+1: 3
E_HOMO (spin up / spin down) (eV): -13.48 / -12.86
Gap between HOMO and LUMO (spin up / spin down) (eV): 8.08 / 8.06

```
118
Properties=species:S:1:pos:R:3:forces:R:3
V -0.85529 -0.29020 -0.07554 0.36 0.53 0.34
C 1.91270 -1.15509 -3.62164 -0.12 -0.06 -0.17
C 2.24200 -0.73598 -2.17964 -0.98 0.50 -0.05
C 3.73422 -0.68624 -1.85661 0.58 -1.91 0.26
P 1.18345 0.79935 -1.73236 1.04 -0.05 0.56
C 1.39889 2.02263 -3.15117 0.52 -0.30 0.81
C 0.37075 1.88090 -4.22404 -0.97 -1.45 -0.88
C 2.85456 1.98107 -3.66765 -0.92 -0.04 -1.02
C 2.26192 1.60964 -0.45521 -0.19 -0.14 0.34
C 2.87456 2.85884 -0.62826 -0.48 -0.61 -0.75
C 3.68172 3.37355 0.35173 1.46 -0.23 1.07
C 4.02252 2.60799 1.49885 -0.96 0.64 -1.66
C 3.38266 1.38279 1.66291 0.61 0.97 0.64
C 2.46210 0.91064 0.76386 -0.76 0.08 -1.50
Si 1.30326 -0.47279 1.29599 -0.16 -0.28 -0.72
C 0.91624 -0.13206 3.07784 -0.54 1.21 0.23
C 1.73289 -0.56399 4.14154 -0.35 -0.38 -1.73
C 1.46560 -0.16152 5.41641 0.37 0.15 0.88
C 0.41218 0.70582 5.64217 -0.82 0.19 -0.50
C -0.40858 1.20916 4.60897 -0.24 -0.46 0.82
C -0.15892 0.81279 3.29049 1.07 -0.24 0.28
P -0.84879 1.62108 1.76585 0.20 -0.37 -0.24
C 0.13577 3.19722 1.49364 0.69 -0.33 -0.37
C 0.05106 4.26592 2.61216 0.35 -0.38 -0.29
C -0.11713 3.79980 0.08186 -0.43 0.47 1.17
C -2.64695 2.07560 1.94090 -0.55 0.30 0.52
C -3.10176 2.66539 3.29918 0.08 0.58 -0.68
C -3.08558 2.95547 0.74478 1.45 0.23 1.24
C 2.18055 -2.11688 1.08748 -0.19 0.70 0.60
C 3.40740 -2.31492 1.74283 -0.66 -1.29 -1.39
C 4.04793 -3.52280 1.49949 0.71 -0.44 -0.20
C 3.46614 -4.47302 0.62809 0.73 0.15 0.99
C 2.26205 -4.24995 -0.00967 0.82 0.28 0.36
C 1.59353 -3.07087 0.25188 0.71 0.60 0.46
P -0.08130 -2.73870 -0.25986 -0.49 -0.50 -0.81
C -0.16705 -3.41609 -2.02737 -0.93 -1.10 0.48
C -0.47875 -4.92712 -2.21745 -0.55 -0.57 0.85
C -1.17519 -2.65247 -2.84992 -0.43 -0.32 0.49
C -1.05720 -3.79714 0.94330 -0.11 -0.13 -0.11
C -0.45143 -3.50877 2.32107 0.08 -0.11 0.30
C -1.09316 -5.32352 0.79533 0.66 0.10 0.92
H 2.22749 -2.18293 -3.80839 0.13 -0.01 0.04
H 2.38774 -0.52614 -4.36651 0.19 -0.15 0.03
H 0.84402 -1.10059 -3.86969 0.15 -0.09 0.32
H 1.74202 -1.47855 -1.53436 0.58 0.23 -0.16
H 4.32808 -0.03209 -2.49067 -0.19 0.37 0.31
H 4.16831 -1.69918 -2.09664 -0.55 0.66 0.11
H 3.95684 -0.59623 -0.76877 -0.22 0.46 -0.88
H 1.17290 2.97509 -2.67618 0.26 0.20 0.17
H 0.11194 0.82666 -4.48085 0.70 0.55 -0.18
H 0.63117 2.41264 -5.13079 0.21 0.02 -0.22
H -0.58600 2.24374 -3.90957 -0.44 0.64 0.36
H 2.98097 1.13302 -4.32641 -0.07 -0.04 -0.24
H 3.59442 1.84159 -2.92607 0.61 0.25 0.93
H 3.10133 2.84598 -4.28353 -0.13 0.23 0.19
H 2.75364 3.43217 -1.54992 -0.04 -0.18 0.41
H 4.19715 4.32090 0.16876 -0.32 -0.22 0.22
H 4.71866 3.04934 2.18144 0.24 -0.20 0.49
H 3.52377 0.82611 2.56269 0.29 -0.19 0.62
H 2.57366 -1.23431 3.91528 -0.54 0.25 0.32
H 2.10917 -0.53422 6.21991 -0.43 0.31 -0.09
H 0.16144 0.97791 6.64347 -0.05 0.19 0.53
H -1.30836 1.77976 4.92502 1.06 -0.15 -0.48
H 1.18267 2.78519 1.45005 -0.97 0.47 0.31
H -0.98968 4.57672 2.78501 0.45 0.23 -0.21
H 0.69860 5.13857 2.30916 -0.75 -0.83 0.48
H 0.41941 3.81821 3.55162 -0.02 0.43 -0.29
H -0.97376 4.47551 0.09097 -0.17 -0.36 -0.09
H -0.23446 3.04880 -0.68916 0.01 0.01 -0.22
H 0.68336 4.49023 -0.12080 0.71 -0.08 -0.31
H -3.17247 1.13526 1.85003 -0.02 -0.29 -0.10
H -2.42112 3.41266 3.67242 0.24 0.42 -0.02
H -3.13569 1.92926 4.07149 -0.30 -0.69 0.40
H -4.08363 3.15785 3.21857 0.24 -0.35 -0.09
H -2.55478 3.91340 0.86280 -0.62 -0.25 -0.24
H -4.14331 3.12972 0.74284 -0.60 -0.01 0.08
H -2.75765 2.50741 -0.17327 0.00 -0.03 -0.55
H 3.82098 -1.55109 2.36051 0.44 0.33 0.23
H 5.06838 -3.72815 1.89602 -1.04 0.10 -0.11
H 3.97030 -5.42881 0.54724 0.05 0.10 -0.39
H 1.93504 -4.93525 -0.74453 -0.52 -0.79 -0.42
H 0.78218 -3.26941 -2.48609 1.07 0.37 0.08
H -1.57027 -5.15612 -2.12979 0.80 0.34 0.20
H 0.06120 -5.60193 -1.52703 -0.32 0.48 -0.32
H -0.23136 -5.28108 -3.20982 0.28 0.32 -0.42
H -2.17409 -2.86990 -2.45120 0.03 -0.15 -0.49
H -1.06433 -2.97150 -3.87991 -0.39 0.07 -0.26
H -1.04615 -1.59233 -2.77622 0.28 0.68 -0.13
H -2.07959 -3.42821 0.89305 -0.09 0.12 0.00
H 0.58391 -3.88240 2.32340 -0.35 0.17 0.22
H -1.00846 -4.11009 3.05850 0.14 0.51 -0.06
H -0.43798 -2.43808 2.60119 0.08 -0.68 -0.09
H -0.07023 -5.70825 0.82878 -0.05 -0.14 -0.45
H -1.67432 -5.73638 -0.00223 -0.04 0.01 -0.60
H -1.52180 -5.73502 1.71099 -0.20 0.16 0.09
C -2.74632 -1.30322 2.52244 0.02 -0.26 0.52
O -2.59361 -1.12049 1.10663 0.35 0.33 0.63
C -3.86912 -0.98582 0.52844 -0.51 -1.17 -1.38
C -3.66420 -0.83171 -0.97422 -0.66 -0.72 0.09
O -2.54900 0.00007 -1.27241 0.35 0.24 -0.02
C -2.57604 0.45475 -2.64465 0.06 -0.45 -1.06
C -3.10041 1.85746 -2.83444 -0.73 -0.37 -0.20
O -2.21142 2.79731 -2.30134 -0.01 0.62 -0.37
C -2.49805 4.08743 -2.86251 -0.48 0.62 0.78
H -1.82597 -1.07230 3.01977 0.68 -0.33 -0.02
H -3.10380 -2.31829 2.74958 0.19 0.29 -0.15
H -3.41473 -0.57645 2.96109 -0.70 0.20 -0.26
H -4.40809 -0.14162 0.95351 -0.04 0.06 0.08
H -4.46222 -1.93917 0.67184 0.45 1.03 0.07
H -4.55799 -0.40559 -1.39664 -0.44 0.34 -0.17
H -3.51570 -1.79180 -1.49374 0.02 0.19 0.43
H -3.15568 -0.30022 -3.24743 0.36 0.85 0.57
H -1.54688 0.43444 -3.04810 -0.43 -0.01 0.53
H -4.15407 2.01694 -2.48476 0.71 -0.19 -0.02
H -3.11771 1.95987 -3.92252 -0.21 0.08 -0.24
H -2.61874 4.06803 -3.92718 0.31 -0.40 -0.84
H -1.72512 4.82216 -2.61995 0.04 -0.47 0.20
H -3.46591 4.48719 -2.51848 0.23 -0.23 0.35
```
Positions in Å, forces in eV/Å.

Density functional theory data (ωB97M-V/def2-TZVPD) for C42H69AsGeN4OP3Ti as an isolated structure.

Values from the calculation:
Total charge: +2
2S+1: 4
E_HOMO (spin up / spin down) (eV): -11.63 / -11.73
Gap between HOMO and LUMO (spin up / spin down) (eV): 7.64 / 5.15

```
122
Properties=species:S:1:pos:R:3:forces:R:3
Ti -0.36636 1.23887 0.34483 -0.59 0.58 -0.22
C -0.64722 -2.55723 4.28534 -0.01 0.02 0.00
C -1.22220 -1.74169 3.11814 -0.04 -0.03 0.03
C -1.37834 -2.71494 1.94631 0.00 0.03 -0.01
P -0.27220 -0.21406 2.64157 0.16 0.05 -0.06
C 1.46435 -0.85457 2.61712 -0.04 0.03 0.10
N 1.69946 -1.52164 1.35204 -0.03 -0.17 -0.01
Ge 0.89128 -0.95520 -0.29536 0.09 0.01 0.06
N -0.76176 -2.05286 -1.41686 0.00 0.02 0.07
C -1.89415 -1.28976 -1.87597 -0.02 -0.06 -0.05
P -2.38352 0.14329 -0.77271 -0.14 -0.15 -0.17
C -3.45963 1.09306 -1.95383 -0.02 0.01 0.05
C -4.34978 0.27760 -2.89118 -0.01 -0.04 -0.01
C -2.59895 2.06606 -2.74665 0.06 0.02 0.00
C -3.56932 -0.48565 0.51329 0.04 0.00 0.13
C -4.38023 0.68820 1.07146 -0.01 0.04 -0.02
C -4.46643 -1.66879 0.17435 -0.02 -0.05 -0.03
C -0.82711 -3.35276 -1.16760 0.04 -0.08 -0.02
C -1.97271 -4.19504 -1.26647 -0.03 0.00 -0.02
C -1.92301 -5.48462 -0.80463 -0.04 0.04 -0.01
C -0.74957 -5.99251 -0.23652 0.02 -0.02 0.01
C 0.40912 -5.22073 -0.18121 0.01 0.06 -0.01
C 0.39267 -3.93882 -0.67691 0.00 0.03 -0.01
N 1.54047 -3.08537 -0.76380 0.10 -0.14 -0.01
C 2.61050 -3.36721 0.19260 0.01 -0.01 -0.03
C 3.54586 -4.36700 0.00316 0.01 0.04 0.07
C 4.51542 -4.59020 0.97189 -0.03 0.00 -0.05
C 4.53862 -3.79304 2.10629 0.05 -0.05 0.00
C 3.62382 -2.76661 2.27872 -0.05 0.05 0.01
C 2.64205 -2.53277 1.31378 0.02 -0.02 -0.05
C 2.04107 -2.99122 -2.13200 0.00 0.04 0.04
C 2.13311 -4.08428 -2.96785 0.04 0.06 -0.09
C 2.70802 -3.93534 -4.22429 -0.01 -0.01 0.02
C 3.18925 -2.69261 -4.60049 0.00 -0.06 -0.04
C 3.07085 -1.58904 -3.76691 -0.02 0.04 0.03
C 2.46305 -1.71421 -2.51539 -0.03 -0.12 -0.03
N 2.20260 -0.67161 -1.63740 0.05 -0.01 -0.01
C 2.42733 0.65135 -2.17999 0.00 0.06 -0.07
P 1.53048 2.04349 -1.36057 0.16 -0.08 0.02
C 1.62027 3.37464 -2.66347 0.09 0.06 0.00
C 0.33549 3.55006 -3.46134 -0.05 -0.01 -0.02
C 2.79703 3.23854 -3.63873 0.00 -0.02 0.00
C 2.64709 2.76325 -0.06874 0.00 0.05 0.02
C 4.05209 3.18823 -0.48033 0.02 -0.01 -0.04
C 2.69806 1.81597 1.11784 -0.10 -0.17 0.08
C -0.44208 0.97376 4.05977 -0.07 0.02 0.03
C 0.42869 2.20827 3.81808 0.04 0.04 0.03
C -0.23459 0.48159 5.49044 0.03 -0.03 0.03
H -1.39751 -3.27982 4.60933 -0.01 -0.02 0.00
H -0.35499 -1.97752 5.15262 -0.01 0.02 -0.01
H 0.21959 -3.12959 3.95398 0.02 -0.02 0.00
H -2.20975 -1.35890 3.40467 0.01 0.01 0.00
H -0.43555 -3.23409 1.77398 -0.01 0.00 0.01
H -1.66546 -2.24011 1.01129 0.00 0.02 0.06
H -2.13143 -3.46546 2.19201 -0.02 -0.03 0.00
H 1.57552 -1.56506 3.43960 -0.01 0.00 0.01
H 2.16828 -0.04002 2.82169 0.00 0.02 0.01
H -2.76949 -1.90036 -2.09996 0.03 0.04 0.01
H -1.59395 -0.79973 -2.81107 -0.02 0.01 0.03
H -4.10436 1.68158 -1.29405 0.03 0.00 -0.01
H -3.75880 -0.27060 -3.62603 0.02 -0.02 -0.01
H -4.99720 0.95311 -3.45211 -0.01 0.01 0.00
H -4.99049 -0.43209 -2.37155 0.02 0.02 0.00
H -1.90518 1.54100 -3.40764 -0.01 -0.02 0.00
H -2.00279 2.69235 -2.08132 -0.05 -0.03 -0.01
H -3.22065 2.70502 -3.37726 0.00 0.02 0.00
H -2.90190 -0.79529 1.31878 -0.03 0.03 -0.04
H -5.19445 0.97064 0.40370 -0.01 0.01 -0.01
H -3.75480 1.57032 1.24658 0.01 -0.03 0.00
H -4.82809 0.40578 2.02485 -0.01 -0.01 0.01
H -5.17582 -1.44263 -0.62132 0.02 0.00 0.02
H -5.05069 -1.94026 1.05564 -0.01 -0.01 0.01
H -3.89256 -2.55092 -0.11192 0.00 0.02 0.00
H -2.88899 -3.81927 -1.69817 0.01 -0.01 0.00
H -2.79792 -6.11602 -0.87356 -0.02 0.00 -0.01
H -0.73072 -7.00749 0.13521 0.01 -0.01 0.01
H 1.31651 -5.63412 0.23428 0.04 0.01 0.00
H 3.52684 -4.96339 -0.89858 0.00 -0.03 -0.02
H 5.24829 -5.37213 0.83431 0.01 0.00 0.00
H 5.29462 -3.95940 2.86207 0.01 0.01 0.01
H 3.69376 -2.13092 3.15071 -0.01 0.01 0.01
H 1.76312 -5.04932 -2.64621 0.00 -0.02 0.02
H 2.79100 -4.78331 -4.88843 0.00 -0.01 -0.01
H 3.66329 -2.57150 -5.56519 0.01 0.00 -0.01
H 3.46414 -0.63943 -4.09944 0.00 0.01 0.01
H 2.06781 0.69780 -3.21867 -0.01 0.00 0.03
H 3.49744 0.88429 -2.22141 -0.03 0.01 0.01
H 1.77571 4.28022 -2.06410 0.00 -0.02 -0.01
H 0.08113 2.64173 -4.01154 0.01 -0.01 0.01
H 0.47012 4.34412 -4.19713 -0.01 0.02 -0.01
H -0.51172 3.81097 -2.82976 0.03 0.01 0.01
H 2.59698 2.46625 -4.38301 0.00 0.00 0.01
H 3.74628 3.00952 -3.16062 -0.01 0.01 0.01
H 2.91789 4.17646 -4.18225 0.00 0.01 0.00
H 2.08746 3.65760 0.24122 0.02 -0.02 -0.03
H 4.63132 2.34492 -0.86090 -0.01 -0.01 -0.01
H 4.58476 3.57441 0.39036 0.00 0.00 0.01
H 4.04967 3.97360 -1.23347 -0.01 0.01 0.00
H 3.25027 0.90185 0.88199 0.03 0.03 -0.02
H 1.69209 1.48709 1.42604 0.21 0.14 0.05
H 3.16042 2.29129 1.98444 0.03 -0.01 0.00
H -1.49145 1.28667 3.96232 0.02 -0.02 -0.01
H 1.48807 1.97202 3.92964 0.01 0.00 0.00
H 0.18932 2.96711 4.56523 0.01 0.00 0.01
H 0.27956 2.65394 2.83336 -0.03 -0.01 -0.06
H 0.74177 0.01246 5.62279 0.01 -0.01 -0.01
H -1.00441 -0.21677 5.80788 -0.01 0.00 0.00
H -0.27567 1.33555 6.16892 -0.01 0.00 0.00
C -3.44413 4.68746 0.09378 0.00 -0.01 0.01
As -1.66797 4.68234 0.80440 0.02 -0.02 -0.09
C -1.73717 5.09531 2.66845 0.01 -0.02 0.02
C -0.63244 6.01121 -0.09707 0.01 0.03 0.02
O -0.94712 3.19007 0.56705 0.05 -0.18 0.21
H -3.91884 5.64563 0.30153 0.00 0.01 -0.01
H -4.01561 3.88834 0.56298 0.00 0.00 0.00
H -3.39890 4.52546 -0.98171 0.01 0.00 -0.01
H -2.15474 6.09206 2.80261 -0.01 0.01 0.01
H -0.72898 5.06094 3.07679 0.00 0.01 -0.01
H -2.36324 4.36357 3.17662 0.00 0.00 -0.02
H -1.07814 6.99304 0.05818 0.01 0.00 -0.02
H -0.60750 5.78266 -1.16144 -0.01 -0.02 0.00
H 0.37960 6.00288 0.30516 -0.01 -0.01 0.00
```
Positions in Å, forces in eV/Å.

In order of appearance, E_tot = -112217.823, -221007.270 eV.